# 1
# C29H48AlNOP3S

C29H48AlNOP3S as an isolated structure in a non-equilibrium geometry (ωB97M-V/def2-TZVPD, the Open Molecules 2025 dataset).

Properties
ΔE to the lowest compared entry with this formula, charge and spin: 0.000 eV
M: 578.7 g mol⁻¹
Lowest unoccupied orbital energy: -10.379 eV
Net charge: +3
E_tot: -79663.993 eV

Atoms and positions in Å:
C (0.2533, 2.2041, 0.8636)
H (-0.1969, -1.5495, -6.6825)
H (2.1830, -1.0020, -2.8504)
H (-3.8122, 2.3099, -0.9946)
H (-0.4152, -4.6809, 6.7616)
H (0.8933, 0.0438, 4.6796)
H (2.7669, -2.7342, -0.5443)
H (0.9981, -2.0547, 3.6477)
Al (0.1313, 0.0697, 0.0855)
H (-4.2934, -0.2570, -0.8765)
C (-2.8484, 2.2559, -0.4661)
H (-2.7067, -3.6937, 6.5524)
H (-1.9271, 1.0636, -5.2114)
C (0.3246, 0.9636, 4.5415)
H (-1.6321, -2.3366, -2.1678)
C (0.1856, -2.4102, 4.2784)
C (1.2156, -1.5142, -2.9152)
H (1.8606, 2.2218, -0.6028)
H (0.5414, 2.0976, -9.4070)
C (-3.3814, -0.4997, -0.3146)
C (-2.0734, 0.6302, -2.6615)
H (3.2457, 2.5119, 1.2967)
C (-0.9235, -2.8368, -1.4991)
C (-1.7168, 2.0783, 3.8425)
H (1.6886, -3.9605, -1.2810)
P (-2.0611, 0.6475, -0.8227)
P (2.7143, 0.1352, 0.9831)
H (2.9970, -0.9932, 3.1061)
H (4.5016, 1.4483, 1.9930)
H (-0.2699, 3.9582, -7.9630)
H (0.5151, -0.8929, -3.4838)
H (1.7945, 2.2124, 5.5131)
C (-1.8876, -3.3400, 5.9226)
H (0.4265, 4.2929, 5.2903)
H (-0.7428, 2.6194, 1.0319)
C (-2.1332, -2.3274, 4.9922)
C (-0.9036, 0.9304, 3.8856)
H (2.9560, -2.1694, 1.7674)
C (-0.4385, 2.9197, -7.6675)
H (-2.2163, 3.0915, -0.7920)
C (0.8175, 2.1800, 5.0291)
H (1.3448, -2.4774, -3.4234)
C (-1.0851, -1.8469, 4.1769)
C (3.4174, 1.5863, 1.8604)
P (0.5867, -1.8482, -1.2489)
C (-0.7352, 0.3006, -6.8138)
H (0.1747, 2.4687, -1.2868)
H (0.2309, -0.2819, -8.6864)
O (-0.6358, -0.8870, -6.1188)
H (-3.5699, -0.3754, 0.7585)
H (-3.1272, -1.8860, 4.8748)
H (-0.6109, -3.7902, -1.9449)
H (3.6100, 0.8001, -1.1955)
H (-1.4109, -3.0392, -0.5361)
H (1.4191, -3.4377, 0.4052)
C (-0.6013, -3.8880, 6.0313)
C (-0.1290, 0.5405, -8.0650)
H (-3.0996, -1.5394, -0.5023)
C (1.7352, -3.1041, -0.5933)
C (0.4283, -3.4303, 5.2068)
C (3.3356, -1.1912, 2.0810)
C (0.0366, 1.8659, -8.4683)
N (-0.3470, -0.7824, 1.7818)
H (4.4349, -1.2084, 2.0664)
C (0.0471, 3.3388, 4.9119)
H (-1.5445, 3.4446, -5.8667)
H (-1.9373, -0.3834, -3.0622)
C (3.8924, 0.0494, -0.4432)
C (0.7803, 2.1494, -0.4323)
C (-1.1456, 2.6448, -6.4914)
H (2.9523, 1.6902, 2.8494)
C (-1.3579, 1.3256, -6.0959)
H (1.4230, -3.8627, 5.2809)
H (3.8812, -0.9441, -0.9121)
H (0.9114, 2.2707, 1.7358)
H (-0.0794, -1.7699, 1.8172)
H (-1.8472, 4.1849, 4.2496)
H (-3.0363, 1.0357, -3.0079)
H (-3.0301, 2.3535, 0.6126)
H (-2.7166, 1.9921, 3.4136)
H (-1.2630, 1.2689, -3.0428)
C (-1.2275, 3.2895, 4.3304)
H (4.9049, 0.2738, -0.0733)
S (-1.4398, -0.5332, 3.0068)

Forces on atoms 1 to 2 (eV/Å):
C 1.4 2.4 -2.0
H -0.3 0.3 0.2

=====

# 2
# C29H48BrEuN3P2S

C29H48BrEuN3P2S as an isolated structure in a non-equilibrium geometry (ωB97M-V/def2-TZVPD, the Open Molecules 2025 dataset).

Properties
Expectation value of S²: 15.76
M: 764.6 g mol⁻¹
Lowest unoccupied orbital energy (spin up / spin down): -6.958 / -6.884 eV
Net charge: +2
Multiplicity: 8
E_tot: -154091.418 eV

Atoms and positions in Å:
H (-0.4249, -1.5063, 3.4345)
H (1.8550, 1.5134, 4.3127)
H (-0.8910, -4.0244, -4.7142)
H (4.2651, 1.1158, -2.8421)
H (-0.1601, 4.4754, -2.4271)
H (-3.2267, -5.1497, -2.2337)
H (-3.5181, -3.8341, -3.3841)
H (1.8671, 0.0524, 3.3076)
C (-0.7127, 0.1042, -3.9751)
H (0.4797, -3.6255, -2.5609)
H (-4.9684, -2.6574, -1.8511)
H (-2.2950, 1.5589, -1.3159)
H (2.7906, 3.1644, 0.1001)
C (4.3579, -1.0162, -2.4061)
H (-1.7311, -0.8225, 4.4130)
H (2.8161, 0.1876, -3.2294)
H (2.7341, 3.2980, -1.6999)
H (-4.7804, 5.9843, -1.7662)
H (5.2702, 2.6026, -0.0677)
H (-1.1513, -4.1965, 1.6773)
H (-4.7881, 3.6216, -5.1763)
C (4.7142, 3.1198, -0.8572)
P (2.6692, 0.9732, -0.9844)
H (-2.8231, -0.8027, -0.8599)
H (-0.4758, -4.9076, 0.2057)
C (3.6059, 0.3174, -2.4713)
C (-1.5461, -1.5705, -2.4581)
H (-0.2285, 0.4015, -4.9101)
C (1.2214, 0.8203, 3.7523)
H (5.4545, -0.6551, 1.1192)
H (-0.9036, -2.3868, 0.0994)
H (5.3655, -0.9618, -1.9733)
C (-1.3679, -4.4258, 0.6263)
H (-2.4290, 5.3381, -1.2100)
H (3.7790, -1.7761, -1.8691)
H (0.9654, 2.4884, 2.4182)
N (0.5893, 1.5755, 2.6641)
C (-1.0315, -1.2082, -3.7195)
C (-2.1637, -0.5508, -1.6929)
H (4.4913, -1.3891, -3.4302)
C (-1.8601, 0.7773, -1.9629)
C (-0.8421, 3.6272, -2.6740)
C (-0.9672, 1.1101, -3.0005)
C (3.5605, 0.1384, 0.4283)
N (-1.2952, 0.2508, 2.6755)
H (0.6863, -0.5413, 5.3083)
H (4.7884, 4.2008, -0.6605)
H (5.4535, 1.0903, 1.0385)
H (0.3204, -5.2479, -4.3488)
H (-0.3032, 0.9168, 5.2718)
H (-5.3804, -4.3589, -1.6101)
H (5.5766, 0.1291, -0.4490)
H (-4.3669, -3.5321, -0.4254)
C (-2.2482, 4.0035, -2.9308)
H (-1.3994, -5.5974, -4.0467)
C (-0.4548, -4.3206, -2.5913)
H (0.7250, 2.4159, -3.5538)
C (-4.2320, 5.2902, -2.4074)
S (-1.4719, 2.5320, 1.2468)
H (-0.8303, -1.9976, -4.4594)
H (-0.2376, -5.1380, -1.8955)
H (3.1144, 0.5367, 1.3540)
C (-1.6927, -3.1294, -0.0907)
C (0.1854, 0.1649, 4.6418)
H (-2.2154, -5.1243, 0.6004)
C (3.2189, 2.7658, -0.8483)
C (-0.8504, -0.5677, 3.8144)
H (-2.4610, 2.8580, -4.7780)
C (-0.2819, 2.4070, -3.0905)
N (-4.8775, 4.8228, -3.4769)
C (-4.2481, 3.9789, -4.2961)
H (5.1769, 2.9214, -1.8335)
C (-4.5796, -3.6184, -1.4960)
C (-2.9379, 3.5345, -4.0664)
H (-2.6447, -2.6948, 0.2420)
H (3.2451, -0.9157, 0.3753)
C (-0.6302, -4.8180, -4.0037)
H (-2.2332, 0.1191, 2.3108)
C (-3.3659, -4.0574, -2.3171)
C (5.0860, 0.1945, 0.5252)
C (-0.6788, 1.3674, 2.2373)
C (-2.9144, 4.9258, -2.0981)
Eu (0.4358, 2.7299, -0.8476)
Br (0.9629, -2.1827, -1.6262)
P (-1.7731, -3.3004, -1.8962)

Forces on atoms 1 to 2 (eV/Å):
H -0.1 0.2 0.0
H -0.1 -0.1 -0.1

=====

# 3
# C29H48CeCl2N3O4SiTe

C29H48CeCl2N3O4SiTe as an isolated structure in a non-equilibrium geometry (ωB97M-V/def2-TZVPD, the Open Molecules 2025 dataset).

Properties
ΔE to the lowest compared entry with this formula, charge and spin: 0.399 eV
Expectation value of S²: 0.75
M: 869.4 g mol⁻¹
Lowest unoccupied orbital energy (spin up / spin down): 0.280 / 0.280 eV
Multiplicity: 2
E_tot: -96663.118 eV

Atoms and positions in Å:
H (-1.9669, -4.2054, 2.3945)
C (-2.0807, -5.0480, -0.6576)
C (3.2258, -2.5014, -3.4176)
C (-0.7775, -5.5533, -0.5824)
C (0.0852, -3.4935, -1.4965)
N (-0.0670, -3.3419, 2.4234)
C (-1.6010, -0.4123, -4.4931)
H (0.9062, -2.8628, -1.8623)
H (-2.7520, 5.4726, -1.5647)
C (-0.9590, -4.4517, 2.7352)
H (1.8713, -2.5611, 2.6653)
H (1.3950, 4.1209, 4.6903)
Cl (1.6286, 2.6421, -0.9352)
H (-1.4152, 6.0232, -0.5074)
C (-1.4239, 0.7007, 5.1589)
H (-0.6409, -5.3740, 2.2324)
H (-1.6071, 4.6769, 2.6459)
H (-1.5421, -2.4317, 1.3101)
H (-4.6277, 1.9048, 3.2748)
C (-3.5998, 1.7624, 5.2114)
Ce (0.0990, 0.6451, -0.1629)
Si (-0.5542, 5.0712, -2.5925)
H (-0.4638, 5.4860, 3.7719)
H (1.4791, 6.2388, -3.3857)
N (0.0185, 3.5018, 3.2587)
H (-0.4221, -3.6450, -3.8855)
C (1.3231, -3.4859, 2.8555)
H (0.0358, -1.7742, -6.2863)
H (-3.2993, -3.3184, -1.2212)
C (-1.7550, 5.2219, -1.1747)
C (2.1761, -0.2398, -3.5266)
H (-0.2833, 6.5992, -4.5726)
H (1.3476, 6.2696, -1.6245)
H (1.3241, -5.1394, -0.9236)
H (3.8525, -2.1784, -4.2551)
H (1.9810, 4.8334, -2.4264)
H (-1.0026, 7.4146, -3.1768)
H (1.3309, -3.7234, 3.9274)
H (-4.4050, 2.2478, 5.7677)
H (-1.8539, 4.3068, -0.5919)
H (-0.9721, -4.6391, 3.8172)
O (-0.8482, -0.5780, -1.6983)
H (-0.7737, -3.3385, -6.4534)
H (-0.7926, -0.0485, 3.2141)
H (-0.6033, -6.5380, -0.1537)
C (-1.5552, 0.4829, 3.7847)
H (-1.1889, 0.4562, -3.9685)
C (-1.0337, 6.4830, -3.7715)
C (-0.5056, -2.3312, 1.6712)
C (2.6408, -1.3553, -1.3809)
C (-0.5604, -2.7045, -4.4152)
H (-2.6965, -0.3116, -4.4498)
Te (-2.8808, 0.8489, 1.0018)
H (-1.2801, -0.3618, -5.5385)
O (1.9945, -0.5115, -0.7142)
H (-0.6324, 3.2420, 1.3233)
H (1.8001, -4.3263, 2.3277)
H (2.2772, 0.7258, -3.0209)
H (1.1116, -0.4138, -3.7547)
H (3.7997, -3.1124, -2.7118)
H (0.4554, 2.7008, 5.1663)
N (2.7292, -1.3296, -2.7199)
C (0.3051, -4.7660, -0.9664)
C (-1.2134, -3.0062, -1.6068)
H (-2.5832, -1.5205, -2.2734)
H (0.8642, -3.2762, -5.8783)
H (-2.3415, 1.4773, 6.9433)
C (1.2354, 5.6251, -2.5037)
C (-2.2985, -3.7620, -1.1569)
H (1.7503, 2.5300, 3.9299)
H (3.1736, -2.1924, -0.8989)
C (-3.7391, 1.5762, 3.8273)
C (-2.6911, 0.9602, 3.0952)
C (-2.4454, 1.3282, 5.8721)
C (-0.0980, -2.7532, -5.8202)
H (-2.9422, -5.6591, -0.3649)
Cl (-0.9028, 3.0785, -3.3026)
C (-1.1531, -1.6577, -3.8044)
O (0.5761, 1.6972, 1.9581)
C (-1.4821, -1.6716, -2.3236)
H (2.7204, -0.2581, -4.4828)
H (2.3984, -3.1093, -3.8215)
C (-0.9745, 4.5427, 3.5318)
O (0.1628, -1.2990, 1.3847)
H (-1.6105, 4.2627, 4.3866)
C (0.9648, 3.1824, 4.3224)
H (-2.0333, 6.4236, -4.2187)
H (-0.5205, 0.3602, 5.6650)
C (-0.0157, 2.8072, 2.1318)

Forces on atoms 1 to 2 (eV/Å):
H 0.1 -0.1 0.1
C -0.1 0.0 -0.1

=====

# 4
# C29H48CoNP3SSe

C29H48CoNP3SSe as an isolated structure in a non-equilibrium geometry (ωB97M-V/def2-TZVPD, the Open Molecules 2025 dataset).

Properties
ΔE to the lowest compared entry with this formula, charge and spin: 0.000 eV
Expectation value of S²: 6.07
M: 673.6 g mol⁻¹
Lowest unoccupied orbital energy (spin up / spin down): -8.626 / -11.757 eV
Net charge: +3
Multiplicity: 5
E_tot: -173988.215 eV

Atoms and positions in Å:
H (0.6911, -0.5677, -7.7558)
C (1.8075, 2.4796, 2.2234)
H (1.7092, 1.6992, 2.9941)
H (-2.3042, 2.8051, -1.8651)
H (1.8178, -0.4908, -2.7672)
H (2.7859, 2.4090, 1.7278)
C (1.4267, -4.5863, 3.4197)
C (3.1718, 1.9079, -1.2026)
Co (0.0871, 0.5901, -0.0684)
C (-2.3094, 0.9053, 5.3173)
P (0.3977, 2.3668, 1.0391)
H (-1.8590, 3.0475, 1.7889)
C (0.5217, -5.3429, 4.1747)
C (3.4707, -0.1861, 0.6761)
H (1.1036, 1.8736, -7.6555)
H (-0.5338, 3.8333, 2.6783)
H (-1.1466, 2.0016, 6.7619)
H (-3.2638, 1.2471, 5.7123)
H (1.7214, 3.4633, 2.7056)
H (-2.2772, -1.2293, -1.1887)
H (0.7556, 4.7431, 0.9037)
H (4.1921, 1.5904, -1.4683)
H (-3.5891, -0.1292, -1.7528)
C (-0.8271, -4.9580, 4.2892)
H (0.8685, -6.2539, 4.6733)
H (3.2463, 2.7031, -0.4460)
C (-2.7033, 2.6092, -0.8539)
H (-2.4073, 3.4345, -0.1892)
C (0.5977, 3.9670, 0.1507)
H (1.0318, 1.1167, 5.9732)
C (0.1144, 0.8223, 5.4698)
C (-0.6619, -3.6393, -6.7124)
C (-2.2817, 0.0221, 4.2324)
H (-0.9598, 2.1348, 3.0524)
C (-3.2867, 0.6118, 1.0483)
C (2.3391, -0.8195, -1.8571)
H (-0.2978, 4.2074, -0.4296)
N (0.1434, -0.7360, 1.3124)
H (-1.3320, -3.6030, -4.6842)
H (1.8607, -1.7311, -1.4646)
C (0.1194, -0.6901, -5.6638)
H (-0.1598, -1.7340, -5.6942)
H (4.4849, -0.0850, 0.2534)
H (0.2389, -4.5606, -5.0202)
P (-2.0786, 0.9782, -0.2659)
H (1.0014, 3.0884, -5.4750)
C (-0.3366, -2.9741, 2.9625)
H (0.1264, 1.1525, -1.6802)
C (0.8231, 1.3262, -6.7590)
C (-1.1152, 1.3050, 5.9220)
C (0.1564, -0.0969, 4.4103)
H (-1.4493, -2.9709, -7.1499)
C (-0.8811, 2.8845, 2.2535)
H (-2.3032, -3.4639, 3.7463)
H (2.6747, 2.3130, -2.0958)
H (3.4122, 0.3667, 1.6255)
H (-0.0479, -4.0470, -7.5613)
H (-1.9418, -0.0159, -2.4873)
C (0.5582, -0.0420, -6.8141)
H (-4.2897, 0.7470, 0.6277)
C (-2.5099, -0.2201, -1.5665)
H (2.4773, -4.9101, 3.3538)
H (1.0274, -0.8389, 1.8013)
H (-3.1893, -0.3824, 3.7821)
Se (-0.0014, 2.3990, -2.8353)
H (-1.5267, -5.5723, 4.8679)
H (1.4603, 3.9382, -0.5210)
P (2.2443, 0.4503, -0.5580)
H (-3.1569, -0.4259, 1.3813)
H (3.3930, -1.0309, -2.0885)
H (-0.2240, -0.6154, -3.5291)
C (0.9768, -3.4223, 2.7636)
C (-0.5861, -3.9408, -5.3997)
C (0.7306, 2.0251, -5.5552)
C (0.0270, -0.0383, -4.4320)
H (1.6545, -2.8634, 2.1245)
C (0.2801, 1.3552, -4.3868)
H (3.2659, -1.2514, 0.8595)
H (1.0778, -0.6233, 4.1465)
C (-1.0402, -0.4382, 3.7692)
C (-1.2588, -3.7764, 3.6690)
H (-3.8012, 2.5423, -0.8956)
H (-3.1545, 1.2794, 1.9045)
S (-0.9798, -1.4389, 2.2470)

Forces on atoms 1 to 2 (eV/Å):
H -0.1 -0.1 0.2
C 0.1 -0.1 -0.2